Computed, not measured: a 2-piece molecular cluster, C4H9ClN3O overall at a distorted geometry, with ωB97M-V/def2-TZVPD.

Each atom is followed by the atoms it is bonded to, with distances in Å.
Geometry (Å):
1 C 2.054 -1.705 -1.046  O8 1.159, H10 1.029
2 C -1.019 0.267 0.149  C4 1.559, N5 1.385, N7 1.260
3 C 2.373 0.237 0.950  N6 1.499, H11 1.078, H12 1.083, H13 1.065
4 C -2.475 -0.158 0.511  C2 1.559, Cl9 1.830, H14 1.075, H15 1.027
5 N -1.019 1.196 -0.877  C2 1.385, H16 1.004, H17 1.063
6 N 1.260 0.139 -0.048  C3 1.499, N7 1.444
7 N 0.033 -0.260 0.600  C2 1.260, N6 1.444, H18 1.042
8 O 2.547 -2.303 -0.184  C1 1.159
9 Cl -2.921 -1.391 -0.766  C4 1.830
10 H 1.720 -1.680 -2.019  C1 1.029
11 H 3.194 -0.372 0.610  C3 1.078
12 H 2.697 1.256 1.122  C3 1.083
13 H 1.954 -0.266 1.790  C3 1.065
14 H -2.541 -0.623 1.477  C4 1.075
15 H -3.215 0.553 0.499  C4 1.027
16 H -1.817 1.669 -1.261  N5 1.004
17 H -0.078 1.320 -1.359  N5 1.063
18 H 0.080 -1.004 1.328  N7 1.042

As for the spin multiplicity: 1. As for the highest occupied orbital energy (spin up / spin down): -0.4728 / -0.4728 hartree. The molar mass is 150.59 g mol⁻¹. The value obtained for the energy relative to the best compared isomer or geometry (same formula, charge and spin) is 47.50 kcal per mole. As for the total charge: +1. Its electronic energy is -857.1296 Eh. The orbital gap (spin up / spin down) comes out at 8.5021 / 8.5044 eV.